No. 1
This record from OMol25 describes a gas-phase ion, C6H12NO (charge +1) in a non-equilibrium geometry. The level of theory is ωB97M-V/def2-TZVPD.

Computed properties:
net charge	+1
E	-9945.5504	eV
HOMO	-15.529	eV
relative energy (zero: lowest compared OMol25 entry of this formula, charge and spin)	150.0	kJ/mol

Each atom is followed by the atoms it is bonded to, with distances in Å.
Geometry (Å):
1 C -1.19572 -0.34606 -1.27030  C2 1.505, H9 1.104, H10 1.117, H11 1.092
2 C -0.23392 0.02648 -0.17497  C1 1.505, C3 1.542, C4 1.521, N8 1.557
3 C -1.03391 0.16819 1.13505  C2 1.542, H12 1.145, H13 1.060, H14 1.135
4 C 0.72923 1.15034 -0.52373  C2 1.521, C5 1.512, H15 1.071, H16 1.079
5 C 2.05684 0.80376 0.11176  C4 1.512, O6 1.355, C7 1.442, H17 1.048
6 O 2.72754 -0.18484 -0.52744  C5 1.355, C7 1.407
7 C 1.98524 -0.54666 0.61208  C5 1.442, O6 1.407, N8 1.453, H18 0.986
8 N 0.75491 -1.14032 0.11726  C2 1.557, C7 1.453, H19 1.013, H20 1.004
9 H -2.13529 -0.76964 -0.87430  C1 1.104
10 H -0.77206 -0.89216 -2.14746  C1 1.117
11 H -1.59046 0.52004 -1.80653  C1 1.092
12 H -1.48105 -0.84622 1.42255  C3 1.145
13 H -1.81778 0.85623 0.94718  C3 1.060
14 H -0.26404 0.42659 1.92828  C3 1.135
15 H 0.47859 2.17198 -0.32448  C4 1.071
16 H 0.88767 1.19162 -1.59018  C4 1.079
17 H 2.58733 1.46502 0.72874  C5 1.048
18 H 2.30047 -0.87407 1.48706  C7 0.986
19 H 1.12040 -1.64315 -0.68220  N8 1.013
20 H 0.27507 -1.91723 0.53493  N8 1.004


No. 2
This record from OMol25 describes 2 unconnected molecules or ions with the total composition C6H12NO in a non-equilibrium geometry. The level of theory is ωB97M-V/def2-TZVPD.

Computed properties:
net charge	+1
E	-9940.2963	eV
HOMO (spin up / spin down)	-12.995 / -14.084	eV
relative energy (zero: lowest compared OMol25 entry of this formula, charge and spin)	656.9	kJ/mol

Each atom is followed by the atoms it is bonded to, with distances in Å.
Geometry (Å):
1 C -3.41609 -0.38225 1.19527  C2 1.232, H9 1.036
2 C -2.33188 0.03717 0.78826  C1 1.232, C6 1.369
3 C 2.17935 -0.82288 0.84471  H10 1.191, H11 1.040, H12 1.104, H13 1.149
4 C -1.44374 -0.58838 -2.17393  N7 1.385, H14 1.111, H15 1.029
5 C -0.35513 1.55381 0.81567  C6 1.520, O8 1.445, H16 1.115, H17 1.102
6 C -1.17104 0.43807 0.18387  C2 1.369, C5 1.520, N7 1.508
7 N -0.67281 -0.07324 -1.14492  C4 1.385, C6 1.508, H18 0.992, H19 1.036
8 O 0.44173 2.07262 -0.27254  C5 1.445, H20 0.963
9 H -4.19039 -0.32705 1.88089  C1 1.036
10 H 1.20472 -0.17788 0.61412  C3 1.191
11 H 2.41840 -0.83034 1.85667  C3 1.040
12 H 2.97542 -0.54233 0.13349  C3 1.104
13 H 1.82066 -1.84302 0.45709  C3 1.149
14 H -2.50607 -0.41384 -1.90006  C4 1.111
15 H -1.10539 -1.24802 -2.88810  C4 1.029
16 H 0.47016 1.36579 1.54106  C5 1.115
17 H -1.06372 2.28169 1.24353  C5 1.102
18 H 0.07047 -0.69427 -0.93009  N7 0.992
19 H -0.36585 0.84118 -1.52373  N7 1.036
20 H 1.24524 2.39187 0.15248  O8 0.963


No. 3
This record from OMol25 describes a gas-phase ion, C6H12NS (charge +1) in a non-equilibrium geometry. The level of theory is ωB97M-V/def2-TZVPD.

Computed properties:
net charge	+1
E	-18731.8049	eV
HOMO	-13.957	eV
relative energy (zero: lowest compared OMol25 entry of this formula, charge and spin)	332.8	kJ/mol

Each atom is followed by the atoms it is bonded to, with distances in Å.
Geometry (Å):
1 C 2.90554 1.06567 0.00139  N2 1.275, H9 1.000, H10 1.174
2 N 1.72721 0.58346 0.07044  C1 1.275, C3 1.478, S8 2.116
3 C 0.52848 1.44352 0.15216  N2 1.478, C4 1.501, H11 1.170, H12 1.052
4 C -0.55569 0.92514 -0.74745  C3 1.501, C5 1.573, H13 1.097, H14 1.088
5 C -1.54531 -0.20414 -0.28020  C4 1.573, C6 1.507, H15 1.102, H16 1.090
6 C -1.04339 -1.30623 0.61694  C5 1.507, C7 1.477, H17 1.140, H18 1.021
7 C 0.07450 -2.13073 0.11608  C6 1.477, S8 1.803, H19 1.157, H20 1.151
8 S 1.69481 -1.47588 0.55755  N2 2.116, C7 1.803
9 H 3.69327 0.46862 -0.14809  C1 1.000
10 H 3.24902 2.17976 0.13818  C1 1.174
11 H 1.03477 2.46017 -0.12695  C3 1.170
12 H 0.06392 1.48357 1.09525  C3 1.052
13 H 0.03118 0.50466 -1.57404  C4 1.097
14 H -1.00032 1.89820 -0.94281  C4 1.088
15 H -2.31907 0.38405 0.23874  C5 1.102
16 H -1.97697 -0.82854 -1.06195  C5 1.090
17 H -1.00819 -0.86761 1.66898  C6 1.140
18 H -1.85874 -1.90077 0.77098  C6 1.021
19 H 0.32110 -3.12551 0.65320  C7 1.157
20 H 0.19344 -2.40826 -0.99476  C7 1.151


No. 4
This record from OMol25 describes 2 unconnected molecules or ions with the total composition C6H12O in a non-equilibrium geometry. The level of theory is ωB97M-V/def2-TZVPD.

Computed properties:
net charge	-1
2S+1	2
E	-8461.6330	eV
HOMO (spin up / spin down)	0.163 / -2.291	eV
relative energy (zero: lowest compared OMol25 entry of this formula, charge and spin)	116.2	kJ/mol

Each atom is followed by the atoms it is bonded to, with distances in Å.
Geometry (Å):
1 C -1.41838 1.02332 1.12006  C2 1.517, H7 1.088, H8 1.097, H9 1.098
2 C -1.76225 -0.08914 0.14764  C1 1.517, C3 1.387, C5 1.449
3 C -2.86988 -0.88918 0.38359  C2 1.387, H10 1.081, H11 1.080
4 C -0.56500 -1.72480 -1.37560  C5 1.374, H12 1.085, H13 1.085
5 C -0.71301 -0.50522 -0.76063  C2 1.449, C4 1.374, C6 1.541
6 C 0.48878 0.42692 -1.00775  C5 1.541, H14 1.090, H15 1.105, H16 1.091
7 H -0.90675 1.87539 0.67775  C1 1.088
8 H -2.32976 1.39602 1.60337  C1 1.097
9 H -0.77901 0.66138 1.93619  C1 1.098
10 H -2.95523 -1.73099 -0.28991  C3 1.081
11 H -3.42757 -0.80783 1.30482  C3 1.080
12 H 0.39965 -2.14274 -1.64334  C4 1.085
13 H -1.39393 -2.40392 -1.54274  C4 1.085
14 H 0.50235 1.37863 -0.47636  C6 1.090
15 H 1.40925 -0.03724 -0.60967  C6 1.105
16 H 0.66986 0.58809 -2.07185  C6 1.091
17 H 4.61718 1.29994 0.46116  O19 0.963
18 H 5.90468 1.07009 1.24522  O19 0.966
19 O 5.12903 0.61130 0.89804  H17 0.963, H18 0.966


No. 5
This record from OMol25 describes a gas-phase ion, C6H12O (charge -1) in a non-equilibrium geometry. The level of theory is ωB97M-V/def2-TZVPD.

Computed properties:
net charge	-1
2S+1	2
E	-8461.3704	eV
HOMO (spin up / spin down)	1.036 / -2.765	eV
relative energy (zero: lowest compared OMol25 entry of this formula, charge and spin)	141.5	kJ/mol

Each atom is followed by the atoms it is bonded to, with distances in Å.
Geometry (Å):
1 O 2.00028 2.43908 -0.25197  C2 1.230
2 C 1.42580 1.39956 -0.57364  O1 1.230, C3 1.469, H8 1.094
3 C 0.67019 0.67434 0.45702  C2 1.469, C4 1.549, H9 1.059, H10 1.143
4 C -0.34745 -0.32740 -0.14312  C3 1.549, C5 1.645, C6 1.593, H11 1.122
5 C 0.58131 -1.49397 -0.83822  C4 1.645, H12 1.089, H13 1.168, H14 1.090
6 C -1.30733 -0.88551 0.99968  C4 1.593, C7 1.522, H15 1.069, H16 1.077
7 C -2.62559 -1.29553 0.35797  C6 1.522, H17 1.064, H18 1.143, H19 1.141
8 H 1.62579 1.25039 -1.63927  C2 1.094
9 H 0.25507 1.42370 1.07958  C3 1.059
10 H 1.36830 0.29597 1.27939  C3 1.143
11 H -0.91298 0.20556 -0.95254  C4 1.122
12 H 0.79985 -1.11973 -1.83748  C5 1.089
13 H 1.65780 -1.70469 -0.43668  C5 1.168
14 H -0.01699 -2.40252 -0.90535  C5 1.090
15 H -1.52386 -0.09331 1.68333  C6 1.069
16 H -0.82845 -1.71696 1.48966  C6 1.077
17 H -3.28492 -1.35499 1.19047  C7 1.064
18 H -2.98023 -0.43311 -0.30224  C7 1.143
19 H -2.54315 -2.29193 -0.19123  C7 1.141


No. 6
This record from OMol25 describes 2 unconnected molecules or ions with the total composition C6H12O in a non-equilibrium geometry. The level of theory is ωB97M-V/def2-TZVPD.

Computed properties:
net charge	-1
2S+1	2
E	-8461.1288	eV
HOMO (spin up / spin down)	0.374 / -2.061	eV
relative energy (zero: lowest compared OMol25 entry of this formula, charge and spin)	164.9	kJ/mol

Each atom is followed by the atoms it is bonded to, with distances in Å.
Geometry (Å):
1 C -1.40907 0.95984 0.60977  C2 1.552, H7 1.091, H8 1.088, H9 1.091
2 C 0.09562 0.76490 0.28400  C1 1.552, C3 1.378, C6 1.428
3 C 1.07286 1.10652 1.19292  C2 1.378, C4 1.552, H10 1.081
4 C 0.61318 1.69490 2.55370  C3 1.552, H11 1.088, H12 1.100, H13 1.097
5 C 1.56329 -0.10146 -1.56983  C6 1.390, H14 1.090, H15 1.083
6 C 0.34848 0.01796 -0.90594  C2 1.428, C5 1.390, H16 1.095
7 H -1.62699 0.29705 1.44812  C1 1.091
8 H -1.89790 0.75555 -0.34078  C1 1.088
9 H -1.67765 1.97735 0.89858  C1 1.091
10 H 2.10292 0.77755 1.19898  C3 1.081
11 H 0.02378 2.57784 2.31387  C4 1.088
12 H 1.44489 1.96891 3.21937  C4 1.100
13 H 0.13437 0.92024 3.16537  C4 1.097
14 H 2.49218 0.02352 -1.01415  C5 1.090
15 H 1.54324 -0.50874 -2.57312  C5 1.083
16 H -0.38916 -0.74342 -1.17828  C6 1.095
17 H -1.93251 -3.09631 -2.71307  O19 0.970
18 H -2.13616 -4.05827 -1.56801  O19 0.951
19 O -1.48427 -3.47493 -1.94059  H17 0.970, H18 0.951